Entry 1:
Computed, not measured: a gas-phase ion, C16H19ClNO2 (charge +1), with ωB97M-V with the def2-TZVPD basis set.

Cartesian coordinates (Å):
O  -4.916398  -3.157185  0.069830
H  -5.386571  -3.931298  0.394584
C  -4.327120  -2.448964  1.142439
C  -3.944762  -1.080352  0.574614
N  -3.271264  -1.308818  -0.724611
H  -2.351600  -1.736658  -0.558056
H  -3.864441  -2.007883  -1.203979
C  -3.063861  -0.080742  -1.542429
C  -2.061416  0.812575  -0.860472
C  -2.443914  2.019247  -0.288944
C  -1.492735  2.803732  0.340352
C  -0.173247  2.398538  0.422135
C  0.220473  1.183904  -0.141713
C  -0.741590  0.397870  -0.782714
H  -0.408513  -0.523476  -1.238404
O  1.464285  0.677798  -0.126564
C  2.523507  1.435451  0.451781
C  3.799708  0.659449  0.262423
C  4.562374  0.257526  1.349981
C  5.733141  -0.455550  1.164279
C  6.138633  -0.779273  -0.121443
C  5.383385  -0.389545  -1.218271
C  4.220744  0.330128  -1.020703
H  3.630162  0.637827  -1.870335
H  5.708929  -0.644324  -2.214171
Cl  7.593910  -1.673816  -0.359934
H  6.327582  -0.761395  2.010244
H  4.247541  0.506651  2.352566
H  2.596068  2.408865  -0.052609
H  2.329658  1.598486  1.518975
H  0.542752  3.033399  0.917097
H  -1.782757  3.746903  0.775477
H  -3.467847  2.352335  -0.350050
H  -4.021569  0.426883  -1.663329
H  -2.698404  -0.385155  -2.525679
H  -3.294505  -0.524428  1.249128
H  -4.850178  -0.501175  0.383918
H  -5.022520  -2.317634  1.975895
H  -3.437638  -2.979907  1.508703

Force components x, y, z for each atom (eV/Å):
O -0.1 0.0 -0.1
H 0.0 0.0 -0.1
C 0.3 0.2 0.2
C -0.5 -0.3 0.7
N -0.1 -0.5 -0.2
H -0.2 0.0 -0.1
H 0.3 0.1 0.0
C 0.3 0.7 -0.3
C 0.1 0.0 0.1
C -0.1 0.0 -0.1
C -0.1 -0.1 0.0
C 0.3 -0.1 0.0
C -0.3 0.0 0.0
C 0.1 0.1 0.1
H 0.1 -0.2 -0.1
O -0.2 -0.2 -0.1
C 0.4 0.2 0.2
C -0.2 0.0 0.1
C -0.1 0.1 -0.1
C 0.2 -0.1 -0.1
C -0.2 0.1 0.1
C 0.0 0.0 0.0
C 0.0 0.0 0.1
H -0.1 0.0 -0.1
H 0.1 0.0 -0.1
Cl 0.1 -0.1 0.0
H 0.1 0.0 0.1
H 0.0 0.0 0.1
H -0.1 -0.1 0.1
H 0.0 0.0 -0.1
H 0.1 0.0 0.1
H 0.0 0.1 0.0
H -0.2 0.1 0.0
H 0.0 -0.2 0.0
H -0.1 -0.1 0.1
H 0.0 0.0 -0.1
H 0.1 0.0 -0.1
H 0.1 0.1 -0.1
H -0.1 0.1 0.0

Computed properties:
- HOMO-LUMO gap (eV) = 8.33
- LUMO level (Eh) = -0.09941
- charge = +1
- relative energy (zero: lowest compared OMol25 entry of this formula, charge and spin) (eV) = 0.103
- 2S+1 = 1
- HOMO level (eV) = -11.0

Entry 2:
Computed, not measured: 2 unconnected molecules or ions with the total composition C16H19F3N in a non-equilibrium geometry, with ωB97M-V with the def2-TZVPD basis set.

Cartesian coordinates (Å):
C  -0.915078  2.788975  -0.375446
C  0.098297  3.901067  -0.723688
C  1.260551  3.648154  0.182730
C  0.993222  2.615273  1.020140
C  -0.289542  2.057523  0.782914
C  -0.922437  1.056691  1.572336
C  -0.210370  0.362485  2.571606
C  -0.843664  -0.519131  3.409763
C  -2.204162  -0.738604  3.288263
C  -2.927554  -0.094057  2.299570
C  -2.300922  0.777761  1.441149
H  -1.893301  3.192481  -0.092619
H  -1.074797  2.100985  -1.214592
H  0.405358  3.876138  -1.776889
H  -0.322988  4.896145  -0.532289
H  2.174120  4.221232  0.193363
H  1.653836  2.300130  1.807409
H  0.848979  0.524171  2.664966
H  -0.280495  -1.038238  4.169291
H  -2.702206  -1.404843  3.972692
H  -3.990002  -0.262367  2.221832
H  -2.873324  1.288827  0.688374
C  0.147513  -3.282581  -2.542687
C  -0.738366  -2.490074  -1.561539
N  0.172036  -1.625242  -0.793226
C  1.387582  -1.374075  -1.587568
C  2.593900  -1.206463  -0.633897
F  3.679888  -0.898319  -1.363464
F  2.309052  -0.224044  0.238203
F  2.778336  -2.369554  0.013139
C  1.542935  -2.603137  -2.506050
H  0.222028  -4.334383  -2.239828
H  -0.283511  -3.282926  -3.550055
H  -1.476293  -1.867058  -2.079399
H  -1.275306  -3.150686  -0.874398
H  -0.216337  -0.785654  -0.345170
H  1.267678  -0.448308  -2.171544
H  2.296205  -3.271312  -2.067944
H  1.909140  -2.336984  -3.505446

Force components x, y, z for each atom (eV/Å):
C 0.3 0.1 0.3
C 0.1 -0.1 -0.2
C -1.1 -0.4 -0.2
C 0.3 -0.2 0.3
C -0.1 0.5 -0.2
C -0.2 -0.2 0.1
C 0.2 0.3 -0.2
C 0.3 -0.2 0.2
C 0.0 0.0 0.0
C -0.3 0.1 -0.2
C 0.2 0.2 -0.1
H 0.1 -0.1 -0.1
H 0.0 0.0 0.1
H -0.1 0.1 0.2
H 0.1 -0.1 -0.1
H 0.1 0.1 0.0
H 0.1 -0.1 0.1
H 0.2 0.0 0.1
H 0.1 0.0 0.0
H -0.1 -0.1 0.1
H -0.1 0.0 -0.1
H -0.2 0.1 -0.2
C 0.1 0.0 0.1
C -0.1 0.5 0.3
N 0.8 -0.1 0.1
C -0.6 0.1 0.3
C -1.9 -1.1 -2.0
F 0.1 0.1 0.9
F 0.7 0.2 0.5
F 0.6 0.9 0.4
C 0.1 -0.1 0.1
H 0.0 0.3 0.0
H 0.1 0.1 0.2
H -0.1 -0.2 -0.2
H 0.0 0.1 -0.1
H 0.1 -0.8 -0.6
H 0.4 0.0 0.0
H -0.3 0.1 -0.2
H -0.2 0.1 0.3

Computed properties:
- HOMO-LUMO gap (eV) = 5.69
- LUMO level (Eh) = -0.21147
- charge = +1
- 2S+1 = 1
- HOMO level (eV) = -11.4